Here is a structure of composition C30H48FIrNO3SSbSe4Si at a distorted geometry from the OMol25 dataset. Energies are from ωB97M-V with the def2-TZVPD basis set.

Calculated values
2S+1: 5
Expectation value of S²: 6.0433
Relative energy (zero: lowest compared OMol25 entry of this formula, charge and spin), kJ/mol: 0.0
DFT total energy, a.u.: -12190.46488

Atoms and positions in Å:
Ir -0.671 1.028 -0.226
Sb -3.042 3.629 0.805
Se -3.833 5.097 -0.945
Se -0.453 3.096 0.933
Se -4.182 3.628 2.942
Se -2.964 1.110 -0.102
S 1.633 0.673 0.094
Si 1.513 0.387 2.204
F -1.514 -1.676 -0.640
O 1.863 1.773 2.950
O 2.470 -0.775 2.774
O -0.100 0.161 2.331
N -0.634 0.416 -2.161
C 1.987 1.962 -4.999
C 4.122 -2.034 1.610
C -1.265 1.417 4.026
C -0.315 4.586 -2.445
C -0.073 -0.692 4.623
C -0.876 0.026 3.542
C 2.887 3.835 3.480
C 4.236 1.967 2.460
C -0.897 3.250 -2.905
C -2.783 -1.373 -4.540
C 2.133 0.664 -4.547
C 2.978 -2.896 3.677
C 3.094 2.321 3.412
C -1.916 -0.433 -4.033
C 2.801 -2.098 2.382
C -1.467 -0.516 -2.700
C 1.028 2.786 -4.440
C 2.955 -1.468 -2.638
C -2.004 3.482 -3.936
C -2.756 -2.572 -2.454
C 0.291 0.992 -3.037
C -3.183 -2.458 -3.770
C -1.941 -1.595 -1.935
C 1.099 -2.275 -4.143
C 1.702 -2.708 1.518
C 1.501 -1.259 -3.069
C 1.301 0.158 -3.564
C 0.174 2.333 -3.447
C 3.368 1.746 4.802
C -2.119 -0.784 3.179
H 0.841 -0.145 4.843
H 4.325 2.105 5.172
H 0.184 -1.697 4.295
H 4.426 -3.028 1.293
H 3.357 -3.891 3.460
H 2.030 -2.984 4.202
H -0.377 2.010 4.229
H -1.598 3.941 -4.832
H 1.678 -2.116 -5.050
H 0.874 -1.424 -2.187
H 3.244 -0.689 -1.936
H 3.393 0.660 4.739
H 1.919 -3.750 1.306
H 5.153 2.455 2.780
H 2.897 0.032 -4.976
H 0.043 -2.181 -4.398
H -1.574 0.395 -4.640
H -3.831 -3.208 -4.191
H -0.669 -0.758 5.530
H -1.077 5.159 -1.916
H -1.857 1.923 3.267
H -3.058 -3.398 -1.830
H 2.636 4.221 2.494
H 2.580 2.044 5.491
H 2.069 4.068 4.158
H 0.740 -2.646 2.023
H 4.397 0.892 2.456
H 3.677 -2.382 4.333
H 1.284 -3.287 -3.785
H -1.360 2.758 -2.032
H 0.001 5.182 -3.296
H 3.625 -1.428 -3.490
H 0.928 3.797 -4.798
H -2.655 -1.060 4.084
H 4.005 -1.409 0.727
H -1.839 -1.685 2.635
H -2.789 -0.197 2.552
H 2.626 2.333 -5.785
H -1.872 1.347 4.923
H -3.151 -1.258 -5.549
H 3.075 -2.437 -2.160
H -2.475 2.542 -4.214
H 4.007 2.290 1.445
H 3.790 4.323 3.833
H 0.539 4.439 -1.784
H 4.905 -1.607 2.236
H -2.763 4.145 -3.522
H 1.630 -2.176 0.572

---

Here is an isolated molecule of C23H17N7O2S at a distorted geometry from the OMol25 dataset. Energies are from ωB97M-V with the def2-TZVPD basis set.

Calculated values
2S+1: 1
Relative energy (zero: lowest compared OMol25 entry of this formula, charge and spin), kJ/mol: 266.8
SMILES: O=S(=O)(c1ccccc1)n1cc(Cn2cc(-c3c[nH]c4ncccc34)nn2)c2cccnc21
DFT total energy, a.u.: -1818.46674

Atoms and positions in Å:
S -0.517 1.026 -4.617
O 0.379 2.208 -4.321
O 0.063 0.216 -5.703
N 1.919 -2.429 6.194
N 2.544 -0.480 1.960
N 1.675 -1.854 0.475
N -1.878 1.489 -1.797
N 2.201 -0.629 0.697
N 3.138 -0.716 7.456
N -0.493 0.010 -3.180
C -2.477 2.938 -5.373
C -2.204 1.599 -5.045
C -3.697 3.471 -5.683
C 4.161 0.918 6.058
C 3.837 0.340 7.295
C -0.688 -0.364 -0.962
C -2.466 1.720 -0.622
C -1.057 0.496 -1.982
C 3.015 -0.858 4.992
C 2.318 -1.740 3.997
C 1.804 -2.535 1.594
C 1.003 -2.349 -0.717
C -1.391 -0.231 0.311
C 2.188 -1.630 2.518
C 2.808 -1.368 6.305
C -3.327 0.657 -5.109
C 0.377 -0.989 -2.767
C -4.786 2.600 -5.755
C -4.586 1.256 -5.539
C 0.213 -1.308 -1.474
C 3.710 0.306 4.793
C -2.348 0.794 0.404
C 1.682 -2.699 4.804
H 1.552 -3.556 1.651
H -3.964 4.585 -5.740
H 4.705 1.858 6.101
H -3.076 -0.297 -4.714
H 1.147 -1.407 -3.432
H 1.825 -2.640 -1.359
H -3.272 2.531 -0.423
H -3.024 0.918 1.262
H 1.009 -3.396 4.508
H -5.871 2.882 -5.819
H 4.198 0.762 8.249
H 0.550 -3.286 -0.408
H -1.236 -0.899 1.131
H -1.764 3.688 -5.370
H -5.425 0.602 -5.687
H 1.490 -2.983 6.984
H 4.035 0.774 3.863

---

Here is a structure of composition C13H26CsNO3S at a distorted geometry from the OMol25 dataset. Energies are from ωB97M-V with the def2-TZVPD basis set.

Calculated values
2S+1: 1
Relative energy (zero: lowest compared OMol25 entry of this formula, charge and spin), kJ/mol: 543.2
DFT total energy, a.u.: -1209.42575

Atoms and positions in Å:
Cs 0.576 1.371 1.516
S 3.270 2.546 0.398
O 1.795 2.610 0.414
O 4.073 3.416 -0.441
O 0.114 -0.597 0.406
N -1.048 -0.622 -0.543
C 4.468 0.142 1.187
C -1.656 -2.006 -0.691
C 4.220 0.999 2.454
C -1.965 0.550 -0.426
C -2.588 -1.948 -1.906
C -3.057 0.487 -1.554
C 3.702 0.728 -0.013
C -3.685 -0.859 -1.857
C -1.123 1.832 -0.732
C 4.080 2.419 2.033
C -0.534 -2.967 -1.241
C -2.279 -2.605 0.534
C -2.631 0.692 0.934
H -3.118 -2.884 -2.081
H -3.064 1.676 1.110
H -0.432 2.037 0.086
H 5.080 2.844 1.957
H 3.436 3.078 2.616
H -1.605 -3.240 1.108
H 5.087 0.915 3.109
H -1.718 2.740 -0.831
H 4.256 -0.894 1.451
H -3.166 -3.208 0.337
H -4.109 -0.855 -2.861
H 2.764 0.270 -0.326
H -0.983 -3.956 -1.338
H -2.065 -1.837 -2.855
H 4.358 0.555 -0.866
H 5.546 0.192 1.036
H -3.828 1.194 -1.247
H -2.603 0.902 -2.453
H -0.549 1.749 -1.655
H -2.638 -1.887 1.271
H 0.280 -3.062 -0.523
H 3.373 0.637 3.036
H -3.498 0.061 1.126
H -4.485 -0.999 -1.131
H -0.175 -2.900 -2.268
H -1.876 0.686 1.721

---

Here is a cluster of 3 separate species, C10H26Cl4INOP in total from the OMol25 dataset. Energies are from ωB97M-V with the def2-TZVPD basis set.

Calculated values
2S+1: 1
Total charge: -1
DFT total energy, a.u.: -3006.33567

Atoms and positions in Å:
I -5.641 -1.023 1.718
Cl 7.822 1.261 -1.240
Cl 5.020 2.653 0.141
Cl -1.124 -3.260 0.955
Cl -2.237 -5.103 3.601
P -1.752 2.115 0.244
O 1.923 1.893 -1.748
N 1.007 -0.601 0.531
C 0.871 1.489 -0.819
C -0.446 2.130 -1.196
C 6.168 0.578 -1.223
C -3.158 1.495 -0.932
C 5.099 1.632 -1.325
C -0.777 -5.401 2.621
C -4.439 1.083 -0.202
C -0.129 -4.125 2.150
C -4.417 -0.416 0.068
C 0.831 -0.045 -0.819
H 1.644 -0.399 -1.458
H -4.541 1.630 0.739
H -0.112 -0.380 -1.267
H 4.127 1.152 -1.434
H 6.064 0.002 -0.307
H -2.773 0.639 -1.503
H -0.674 2.574 1.158
H -1.069 -6.025 1.780
H 0.055 -3.443 2.977
H -0.078 -5.950 3.250
H -0.806 1.651 -2.115
H 5.267 2.290 -2.174
H 0.819 -4.359 1.667
H 1.167 1.827 0.181
H -1.416 0.688 0.564
H 0.463 -1.452 0.614
H 2.502 2.514 -1.289
H -4.807 -0.978 -0.777
H -5.316 1.302 -0.820
H 6.095 -0.091 -2.078
H 0.605 0.046 1.200
H -3.383 2.304 -1.635
H -2.682 2.145 1.388
H -3.409 -0.766 0.278
H -0.261 3.187 -1.413
H -2.102 3.539 -0.050